Density functional theory data (ωB97M-V/def2-TZVPD) for a cluster of 13 separate species, C69H161N3O33 in total.

Bonds (Å) are listed after each position.
Cartesian coordinates (Å):
1 C 20.14766 4.55192 -7.54475  O2 1.448, H10 1.090, H11 1.090, H12 1.090
2 O 21.44411 4.36189 -8.16196  C1 1.448, C3 1.449
3 C 22.48119 5.36951 -8.06793  O2 1.449, C4 1.491, H13 1.090, H14 1.090
4 C 22.08728 6.72347 -8.55130  C3 1.491, O5 1.388, H15 1.090, H16 1.090
5 O 21.27702 7.46403 -7.70244  C4 1.388, C6 1.465
6 C 21.91496 7.86414 -6.44605  O5 1.465, C7 1.593, H17 1.090, H18 1.090
7 C 20.93332 7.78045 -5.19449  C6 1.593, O8 1.406, H19 1.090, H20 1.090
8 O 19.77561 8.57630 -5.25662  C7 1.406, C9 1.424
9 C 18.73563 8.29598 -6.18819  O8 1.424, H21 1.090, H22 1.090, H23 1.090
10 H 19.37315 4.05879 -8.13217  C1 1.090
11 H 19.83337 5.59563 -7.54446  C1 1.090
12 H 20.15809 4.12016 -6.54396  C1 1.090
13 H 23.37160 5.01846 -8.58949  C3 1.090
14 H 22.80567 5.38783 -7.02751  C3 1.090
15 H 21.52186 6.61787 -9.47718  C4 1.090
16 H 23.00740 7.21156 -8.87263  C4 1.090
17 H 22.12739 8.92003 -6.61356  C6 1.090
18 H 22.80894 7.34700 -6.09750  C6 1.090
19 H 21.36196 8.03730 -4.22578  C7 1.090
20 H 20.63820 6.74030 -5.05631  C7 1.090
21 H 17.93843 9.03396 -6.09904  C9 1.090
22 H 18.46198 7.27191 -5.93421  C9 1.090
23 H 19.00613 8.22984 -7.24202  C9 1.090
24 C 10.16038 3.68992 -9.93331  O25 1.401, H33 1.090, H34 1.090, H35 1.090
25 O 11.49505 4.04706 -9.70080  C24 1.401, C26 1.395
26 C 11.71312 5.39193 -9.40159  O25 1.395, C27 1.531, H36 1.090, H37 1.090
27 C 13.21873 5.65310 -9.49407  C26 1.531, O28 1.428, H38 1.090, H39 1.090
28 O 13.53363 6.93918 -8.95806  C27 1.428, C29 1.440
29 C 12.87312 8.06235 -9.57218  O28 1.440, C30 1.576, H40 1.090, H41 1.090
30 C 13.31489 9.47386 -9.02906  C29 1.576, O31 1.408, H42 1.090, H43 1.090
31 O 12.65804 10.53567 -9.68006  C30 1.408, C32 1.404
32 C 12.80608 11.75693 -9.00346  O31 1.404, H44 1.090, H45 1.090, H46 1.090
33 H 9.61357 3.62771 -8.99244  C24 1.090
34 H 10.15810 2.65756 -10.28307  C24 1.090
35 H 9.65389 4.30776 -10.67482  C24 1.090
36 H 11.19926 5.51736 -8.44853  C26 1.090
37 H 11.23879 6.10407 -10.07683  C26 1.090
38 H 13.53895 5.49042 -10.52319  C27 1.090
39 H 13.82009 4.95925 -8.90667  C27 1.090
40 H 11.79242 8.04243 -9.43152  C29 1.090
41 H 13.07304 8.13908 -10.64094  C29 1.090
42 H 14.39273 9.62879 -9.07772  C30 1.090
43 H 12.99556 9.45419 -7.98707  C30 1.090
44 H 12.15254 11.74720 -8.13117  C32 1.090
45 H 12.44907 12.56762 -9.63861  C32 1.090
46 H 13.81650 12.06676 -8.73668  C32 1.090
47 C 17.68418 11.46695 -4.42735  O48 1.428, H56 1.090, H57 1.090, H58 1.090
48 O 18.91894 12.15016 -4.20875  C47 1.428, C49 1.362
49 C 20.00893 11.52307 -4.73170  O48 1.362, C50 1.525, H59 1.090, H60 1.090
50 C 20.91493 12.71114 -5.03828  C49 1.525, O51 1.401, H61 1.090, H62 1.090
51 O 20.74227 13.28527 -6.30440  C50 1.401, C52 1.452
52 C 19.49790 13.99405 -6.54469  O51 1.452, C53 1.605, H63 1.090, H64 1.090
53 C 19.53662 14.71292 -7.97865  C52 1.605, O54 1.412, H65 1.090, H66 1.090
54 O 20.28675 15.90079 -7.83963  C53 1.412, C55 1.433
55 C 20.41978 16.58499 -9.09225  O54 1.433, H67 1.090, H68 1.090, H69 1.090
56 H 16.87405 11.99290 -3.92221  C47 1.090
57 H 17.71583 10.41756 -4.13430  C47 1.090
58 H 17.56473 11.37478 -5.50686  C47 1.090
59 H 19.90731 11.19639 -5.76661  C49 1.090
60 H 20.48418 10.78734 -4.08290  C49 1.090
61 H 21.91365 12.27526 -5.01203  C50 1.090
62 H 20.90689 13.43960 -4.22749  C50 1.090
63 H 19.26459 14.71096 -5.75748  C52 1.090
64 H 18.72958 13.23012 -6.66383  C52 1.090
65 H 18.52798 14.96417 -8.30671  C53 1.090
66 H 19.91127 14.00676 -8.71964  C53 1.090
67 H 21.30075 17.22499 -9.14127  C55 1.090
68 H 19.53144 17.17556 -9.31629  C55 1.090
69 H 20.55096 15.93914 -9.96044  C55 1.090
70 C 26.95401 19.12852 -8.30474  O71 1.438, H79 1.090, H80 1.090, H81 1.090
71 O 28.25521 18.84854 -7.76168  C70 1.438, C72 1.393
72 C 28.22151 17.81075 -6.83257  O71 1.393, C73 1.575, H82 1.090, H83 1.090
73 C 27.73911 16.41892 -7.39065  C72 1.575, O74 1.427, H84 1.090, H85 1.090
74 O 28.54774 16.14478 -8.53440  C73 1.427, C75 1.444
75 C 28.14042 14.95404 -9.24220  O74 1.444, C76 1.502, H86 1.090, H87 1.090
76 C 27.66299 15.17777 -10.64820  C75 1.502, O77 1.417, H88 1.090, H89 1.090
77 O 26.33334 15.66731 -10.64468  C76 1.417, C78 1.420
78 C 25.93167 16.17681 -11.90826  O77 1.420, H90 1.090, H91 1.090, H92 1.090
79 H 26.44319 19.97958 -7.85433  C70 1.090
80 H 26.23693 18.33330 -8.10102  C70 1.090
81 H 27.14743 19.17696 -9.37635  C70 1.090
82 H 27.61734 18.16432 -5.99707  C72 1.090
83 H 29.21034 17.64172 -6.40626  C72 1.090
84 H 26.66299 16.31821 -7.53175  C73 1.090
85 H 28.10483 15.63756 -6.72445  C73 1.090
86 H 27.30600 14.45738 -8.74707  C75 1.090
87 H 29.01940 14.31855 -9.35017  C75 1.090
88 H 27.67860 14.18922 -11.10714  C76 1.090
89 H 28.38269 15.82786 -11.14570  C76 1.090
90 H 25.82289 15.41002 -12.67527  C78 1.090
91 H 26.51998 17.03982 -12.22002  C78 1.090
92 H 24.93420 16.61086 -11.83923  C78 1.090
93 C 15.14957 10.71997 -11.99621  O94 1.426, H102 1.090, H103 1.090, H104 1.090
94 O 15.00935 9.40167 -12.52149  C93 1.426, C95 1.416
95 C 15.65347 8.33025 -11.85626  O94 1.416, C96 1.522, H105 1.090, H106 1.090
96 C 15.43211 7.02733 -12.61070  C95 1.522, O97 1.358, H107 1.090, H108 1.090
97 O 14.11758 6.71267 -12.74381  C96 1.358, C98 1.469
98 C 14.07291 5.56462 -13.65854  O97 1.469, C99 1.544, H109 1.090, H110 1.090
99 C 12.56776 5.23081 -13.73956  C98 1.544, O100 1.443, H111 1.090, H112 1.090
100 O 12.42859 3.97826 -14.44221  C99 1.443, C101 1.445
101 C 11.04277 3.64326 -14.67598  O100 1.445, H113 1.090, H114 1.090, H115 1.090
102 H 14.64715 10.83775 -11.03610  C93 1.090
103 H 14.62108 11.35671 -12.70569  C93 1.090
104 H 16.18005 11.07469 -11.97665  C93 1.090
105 H 15.35409 8.24867 -10.81136  C95 1.090
106 H 16.71970 8.54685 -11.79052  C95 1.090
107 H 15.95873 6.21557 -12.10889  C96 1.090
108 H 15.97016 7.21514 -13.53985  C96 1.090
109 H 14.64695 4.76350 -13.19295  C98 1.090
110 H 14.39158 5.78586 -14.67717  C98 1.090
111 H 12.08322 6.03238 -14.29706  C99 1.090
112 H 12.16131 5.17301 -12.72983  C99 1.090
113 H 10.45755 4.10166 -13.87881  C101 1.090
114 H 10.84130 2.57281 -14.71655  C101 1.090
115 H 10.69757 4.05612 -15.62387  C101 1.090
116 C 19.85846 17.79587 -12.44178  O117 1.414, H125 1.090, H126 1.090, H127 1.090
117 O 19.53857 16.96588 -13.54060  C116 1.414, C118 1.393
118 C 19.68671 17.47665 -14.82858  O117 1.393, C119 1.486, H128 1.090, H129 1.090
119 C 21.08033 17.45938 -15.34302  C118 1.486, O120 1.468, H130 1.090, H131 1.090
120 O 21.95887 18.09609 -14.35406  C119 1.468, C121 1.377
121 C 23.26985 17.72893 -14.55959  O120 1.377, C122 1.541, H132 1.090, H133 1.090
122 C 24.00258 18.64858 -13.56289  C121 1.541, O123 1.429, H134 1.090, H135 1.090
123 O 23.89002 19.99901 -14.01561  C122 1.429, C124 1.395
124 C 24.53210 21.07686 -13.40544  O123 1.395, H136 1.090, H137 1.090, H138 1.090
125 H 19.36676 18.76836 -12.41779  C116 1.090
126 H 20.91970 17.97753 -12.27182  C116 1.090
127 H 19.71214 17.18574 -11.55047  C116 1.090
128 H 19.17638 18.43830 -14.88236  C118 1.090
129 H 19.00305 16.96552 -15.50641  C118 1.090
130 H 21.13472 18.03107 -16.26947  C119 1.090
131 H 21.32884 16.40871 -15.49281  C119 1.090
132 H 23.49772 17.92702 -15.60694  C121 1.090
133 H 23.34751 16.69759 -14.21548  C121 1.090
134 H 25.07918 18.48498 -13.51526  C122 1.090
135 H 23.62947 18.58671 -12.54061  C122 1.090
136 H 24.55799 21.95563 -14.04979  C124 1.090
137 H 25.51249 20.76093 -13.04890  C124 1.090
138 H 24.03922 21.33806 -12.46899  C124 1.090
139 C 19.59505 10.59113 -15.58725  O140 1.348, H148 1.090, H149 1.090, H150 1.090
140 O 19.85074 11.87557 -15.26593  C139 1.348, C141 1.433
141 C 18.70297 12.69221 -15.00158  O140 1.433, C142 1.572, H151 1.090, H152 1.090
142 C 19.06142 14.09581 -15.61110  C141 1.572, O143 1.451, H153 1.090, H154 1.090
143 O 19.60020 14.06070 -16.95833  C142 1.451, C144 1.471
144 C 18.61878 13.90889 -18.04370  O143 1.471, C145 1.488, H155 1.090, H156 1.090
145 C 17.78373 15.10658 -18.33233  C144 1.488, O146 1.425, H157 1.090, H158 1.090
146 O 16.60180 15.07210 -17.53636  C145 1.425, C147 1.393
147 C 15.97061 16.30981 -17.63370  O146 1.393, H159 1.090, H160 1.090, H161 1.090
148 H 18.81229 10.60737 -16.34562  C139 1.090
149 H 19.34225 10.04687 -14.67732  C139 1.090
150 H 20.49865 10.16646 -16.02458  C139 1.090
151 H 18.54650 12.75327 -13.92460  C141 1.090
152 H 17.85962 12.28236 -15.55734  C141 1.090
153 H 19.80123 14.42796 -14.88279  C142 1.090
154 H 18.26933 14.84172 -15.54537  C142 1.090
155 H 18.04426 12.99812 -17.87479  C144 1.090
156 H 19.16165 13.71414 -18.96862  C144 1.090
157 H 17.42759 15.32969 -19.33805  C145 1.090
158 H 18.34540 15.97462 -17.98717  C145 1.090
159 H 16.41223 17.07478 -16.99505  C147 1.090
160 H 15.02721 16.08840 -17.13461  C147 1.090
161 H 15.84702 16.82123 -18.58832  C147 1.090
162 C 23.73967 8.50029 -17.69030  O163 1.424, H171 1.090, H172 1.090, H173 1.090
163 O 24.47694 9.69771 -17.46463  C162 1.424, C164 1.456
164 C 23.86702 10.63466 -16.53178  O163 1.456, C165 1.502, H174 1.090, H175 1.090
165 C 23.81084 10.22210 -15.08915  C164 1.502, O166 1.452, H176 1.090, H177 1.090
166 O 23.00376 9.03367 -14.87473  C165 1.452, C167 1.453
167 C 22.79799 8.65749 -13.48691  O166 1.453, C168 1.517, H178 1.090, H179 1.090
168 C 22.03559 7.36903 -13.24142  C167 1.517, O169 1.472, H180 1.090, H181 1.090
169 O 20.66335 7.33713 -13.77393  C168 1.472, C170 1.433
170 C 19.70242 7.92270 -12.88664  O169 1.433, H182 1.090, H183 1.090, H184 1.090
171 H 23.47889 7.96616 -16.77662  C162 1.090
172 H 24.40251 7.86243 -18.27501  C162 1.090
173 H 22.77921 8.71123 -18.16052  C162 1.090
174 H 22.92074 10.81795 -17.04076  C164 1.090
175 H 24.47631 11.53247 -16.63572  C164 1.090
176 H 23.48475 11.03141 -14.43586  C165 1.090
177 H 24.80299 9.85261 -14.82990  C165 1.090
178 H 22.33051 9.44433 -12.89492  C167 1.090
179 H 23.79751 8.50570 -13.07946  C167 1.090
180 H 22.15656 7.10663 -12.19041  C168 1.090
181 H 22.46014 6.56502 -13.84261  C168 1.090
182 H 19.86986 8.92389 -12.48955  C170 1.090
183 H 19.50292 7.23704 -12.06313  C170 1.090
184 H 18.70448 8.05138 -13.30575  C170 1.090
185 C 29.47367 5.46062 -17.65859  O186 1.406, H194 1.090, H195 1.090, H196 1.090
186 O 28.37376 5.89494 -16.89714  C185 1.406, C187 1.384
187 C 28.65376 6.97188 -16.07416  O186 1.384, C188 1.550, H197 1.090, H198 1.090
188 C 27.42265 7.41702 -15.24515  C187 1.550, O189 1.489, H199 1.090, H200 1.090
189 O 27.69590 8.73905 -14.61624  C188 1.489, C190 1.430
190 C 27.70029 9.95034 -15.37535  O189 1.430, C191 1.513, H201 1.090, H202 1.090
191 C 27.49579 11.15841 -14.48811  C190 1.513, O192 1.405, H203 1.090, H204 1.090
192 O 26.26887 11.07158 -13.80904  C191 1.405, C193 1.383
193 C 25.89181 12.27892 -13.24899  O192 1.383, H205 1.090, H206 1.090, H207 1.090
194 H 29.59755 5.98766 -18.60463  C185 1.090
195 H 29.31309 4.40067 -17.85562  C185 1.090
196 H 30.43765 5.41522 -17.15185  C185 1.090
197 H 29.10234 7.79465 -16.63086  C187 1.090
198 H 29.44038 6.63121 -15.40091  C187 1.090
199 H 27.19310 6.68404 -14.47174  C188 1.090
200 H 26.51291 7.60250 -15.81617  C188 1.090
201 H 26.87219 9.88736 -16.08132  C190 1.090
202 H 28.69517 10.01002 -15.81665  C190 1.090
203 H 27.47461 12.07890 -15.07151  C191 1.090
204 H 28.35534 11.24924 -13.82400  C191 1.090
205 H 26.68034 12.46261 -12.51921  C193 1.090
206 H 25.02475 12.07906 -12.61942  C193 1.090
207 H 25.70196 13.16086 -13.86074  C193 1.090
208 C 22.63978 15.06891 -11.50542  O209 1.404, H217 1.090, H218 1.090, H219 1.090
209 O 21.57532 14.22580 -11.14935  C208 1.404, C210 1.385
210 C 21.18734 13.26606 -12.06900  O209 1.385, C211 1.557, H220 1.090, H221 1.090
211 C 20.55058 12.08204 -11.28435  C210 1.557, O212 1.467, H222 1.090, H223 1.090
212 O 21.59467 11.49919 -10.43506  C211 1.467, C213 1.409
213 C 21.16142 10.45352 -9.59534  O212 1.409, C214 1.506, H224 1.090, H225 1.090
214 C 19.91635 10.66922 -8.77675  C213 1.506, O215 1.408, H226 1.090, H227 1.090
215 O 18.79047 10.40952 -9.58184  C214 1.408, C216 1.394
216 C 17.70824 11.24222 -9.29967  O215 1.394, H228 1.090, H229 1.090, H230 1.090
217 H 22.83520 15.71421 -10.64898  C208 1.090
218 H 22.41697 15.67066 -12.38653  C208 1.090
219 H 23.53684 14.48470 -11.71054  C208 1.090
220 H 22.00217 12.92973 -12.71011  C210 1.090
221 H 20.40033 13.61226 -12.73898  C210 1.090
222 H 20.18375 11.36266 -12.01649  C211 1.090
223 H 19.69428 12.39576 -10.68733  C211 1.090
224 H 22.01254 10.26948 -8.93974  C213 1.090
225 H 20.90718 9.60171 -10.22611  C213 1.090
226 H 19.92556 11.72463 -8.50448  C214 1.090
227 H 19.94772 10.06609 -7.86936  C214 1.090
228 H 17.96585 12.27467 -9.53588  C216 1.090
229 H 17.39022 11.11904 -8.26440  C216 1.090
230 H 16.84205 10.92001 -9.87759  C216 1.090
231 C 24.45309 15.83776 -17.03576  O232 1.181, N233 1.335, H236 1.101
232 O 25.30334 15.80326 -16.21727  C231 1.181
233 N 23.28558 15.20210 -16.91677  C231 1.335, C234 1.454, C235 1.484
234 C 23.08573 14.31847 -15.78014  N233 1.454, H237 1.090, H238 1.090, H239 1.090
235 C 22.35157 15.07541 -18.06350  N233 1.484, H240 1.090, H241 1.090, H242 1.090
236 H 24.49586 16.50358 -17.91157  C231 1.101
237 H 23.46061 14.72572 -14.84115  C234 1.090
238 H 23.51325 13.36251 -16.08257  C234 1.090
239 H 22.01392 14.12814 -15.72462  C234 1.090
240 H 22.43255 15.77558 -18.89495  C235 1.090
241 H 22.35450 14.04650 -18.42327  C235 1.090
242 H 21.31706 15.29958 -17.80341  C235 1.090
243 C 25.04752 12.70011 -9.14675  O244 1.231, N245 1.326, H248 1.101
244 O 26.19399 12.27299 -9.28272  C243 1.231
245 N 24.49470 12.86644 -7.95272  C243 1.326, C246 1.470, C247 1.456
246 C 25.19848 12.67234 -6.67637  N245 1.470, H249 1.090, H250 1.090, H251 1.090
247 C 23.07773 13.17431 -7.81923  N245 1.456, H252 1.090, H253 1.090, H254 1.090
248 H 24.35441 12.82878 -9.99248  C243 1.101
249 H 24.63099 13.09538 -5.84747  C246 1.090
250 H 26.17675 13.15160 -6.71390  C246 1.090
251 H 25.25236 11.60046 -6.48589  C246 1.090
252 H 22.65841 13.62732 -8.71758  C247 1.090
253 H 22.55017 12.22834 -7.69702  C247 1.090
254 H 22.97375 13.80370 -6.93539  C247 1.090
255 C 16.96424 14.64759 -12.04769  O256 1.223, N257 1.341, H260 1.101
256 O 17.05902 13.44891 -11.82482  C255 1.223
257 N 16.32453 15.16815 -13.10480  C255 1.341, C258 1.430, C259 1.442
258 C 16.27023 16.58204 -13.31020  N257 1.430, H261 1.090, H262 1.090, H263 1.090
259 C 15.65991 14.35730 -14.09419  N257 1.442, H264 1.090, H265 1.090, H266 1.090
260 H 17.40317 15.43248 -11.41248  C255 1.101
261 H 15.23860 16.91533 -13.19727  C258 1.090
262 H 16.51784 16.76778 -14.35533  C258 1.090
263 H 16.99412 17.19249 -12.77035  C258 1.090
264 H 16.17844 13.42692 -14.32575  C259 1.090
265 H 14.68599 14.15791 -13.64719  C259 1.090
266 H 15.59981 14.94080 -15.01289  C259 1.090

The value obtained for the lowest unoccupied orbital energy is 0.311 eV. The calculation puts the gap between HOMO and LUMO at 9.10 eV. As for the electronic energy: -146179.21057 eV. The total charge is 0.